Entry 1:
16
Properties=species:S:1:pos:R:3:lowdin_charge:R:1 method="wB97M-V/def2-TZVPD" homo_energy_ev=-9.51 gap_ev=10.6 lumo_energy_ev=1.100 de_lowest_kcal_mol=25.0 total_charge=0
C 1.545 0.848 -0.516 -0.043
C 0.915 -0.018 0.557 -0.347
O 1.091 -1.419 0.273 -0.092
C -0.318 -1.613 0.111 -0.155
C -0.625 -0.190 0.597 -0.283
C -1.535 0.685 -0.245 -0.071
H 2.624 0.658 -0.539 0.083
H 1.390 1.913 -0.309 0.084
H 1.144 0.619 -1.508 0.081
H 1.358 0.229 1.531 0.139
H -0.582 -1.796 -0.940 0.120
H -0.691 -2.445 0.721 0.116
H -0.976 -0.198 1.635 0.136
H -1.528 1.719 0.117 0.079
H -2.565 0.317 -0.180 0.079
H -1.248 0.690 -1.304 0.076

Entry 2:
16
Properties=species:S:1:pos:R:3:lowdin_charge:R:1 method="wB97M-V/def2-TZVPD" homo_energy_ev=-7.98 gap_ev=8.9 lumo_energy_ev=0.887 de_lowest_kcal_mol=75.7 total_charge=0
C -0.893 -0.008 -1.559 -0.100
C -1.051 -0.511 -0.142 -0.167
C -0.086 0.139 1.094 -0.239
C 0.819 1.307 0.901 -0.061
C 0.145 -1.172 0.486 -0.358
O 1.337 -1.145 -0.256 -0.018
H -1.040 -0.829 -2.280 0.078
H -1.657 0.739 -1.793 0.074
H 0.098 0.412 -1.762 0.062
H -1.597 0.150 0.554 0.113
H -0.569 0.062 2.077 0.139
H 0.890 1.576 -0.155 0.073
H 1.818 1.043 1.253 0.083
H 0.457 2.179 1.455 0.081
H 0.033 -2.075 1.083 0.137
H 1.308 -1.815 -0.946 0.104

Entry 3:
16
Properties=species:S:1:pos:R:3:lowdin_charge:R:1 method="wB97M-V/def2-TZVPD" homo_energy_ev=-8.53 gap_ev=9.7 lumo_energy_ev=1.156 de_lowest_kcal_mol=109.5 total_charge=0
C -0.432 -0.503 1.471 -0.099
C 0.258 0.354 0.459 -0.333
C 1.752 0.321 0.395 -0.106
C -0.156 -0.438 -1.162 -0.068
C -1.530 -0.060 -1.489 -0.213
O -0.651 0.997 -1.286 -0.162
H -1.525 -0.460 1.362 0.077
H -0.195 -0.155 2.482 0.083
H -0.101 -1.531 1.326 0.084
H -0.020 1.427 0.702 0.146
H 2.187 0.751 1.303 0.082
H 2.114 0.908 -0.459 0.089
H 2.067 -0.715 0.274 0.080
H 0.435 -0.672 -2.090 0.128
H -1.878 0.006 -2.515 0.112
H -2.326 -0.226 -0.772 0.099

Entry 4:
16
Properties=species:S:1:pos:R:3:lowdin_charge:R:1 method="wB97M-V/def2-TZVPD" homo_energy_ev=-9.55 gap_ev=10.5 lumo_energy_ev=0.957 de_lowest_kcal_mol=68.7 total_charge=0
C 1.071 -1.225 0.265 -0.021
C 0.205 -1.918 -0.500 -0.237
C -0.512 -3.138 0.014 -0.124
H 1.587 -0.383 -0.169 0.038
H 1.052 -1.460 1.322 0.056
H -0.271 -1.342 -1.296 0.090
H -1.569 -3.062 -0.256 0.069
H -0.099 -4.071 -0.384 0.072
H -0.441 -3.253 1.110 0.075
C -0.282 3.052 0.880 0.017
C -0.121 3.149 -0.453 -0.263
O -0.535 2.105 -1.273 -0.046
H -0.138 3.887 1.548 0.046
H -0.021 2.073 1.297 0.058
H -0.114 4.122 -0.921 0.095
H 0.188 1.465 -1.184 0.075

Entry 5:
16
Properties=species:S:1:pos:R:3:lowdin_charge:R:1 method="wB97M-V/def2-TZVPD" homo_energy_ev=-10.14 gap_ev=11.2 lumo_energy_ev=1.032 de_lowest_kcal_mol=26.1 total_charge=0
C -1.570 -0.427 0.577 -0.074
C -0.865 0.449 -0.438 -0.301
C 0.035 1.572 -0.004 -0.089
C 0.623 0.377 -0.700 -0.246
C 1.530 -0.560 0.063 -0.255
O 1.458 -1.885 -0.419 -0.055
H -1.815 -1.411 0.157 0.076
H -0.966 -0.582 1.477 0.075
H -2.512 0.032 0.898 0.077
H -1.468 0.656 -1.321 0.131
H -0.001 2.519 -0.532 0.099
H 0.230 1.664 1.063 0.108
H 0.915 0.511 -1.740 0.139
H 2.576 -0.260 -0.037 0.123
H 1.281 -0.536 1.141 0.117
H 0.551 -2.119 -0.184 0.074

Entry 6:
16
Properties=species:S:1:pos:R:3:lowdin_charge:R:1 method="wB97M-V/def2-TZVPD" homo_energy_ev=-7.23 gap_ev=7.9 lumo_energy_ev=0.718 de_lowest_kcal_mol=116.9 total_charge=0
C -2.459 0.542 0.032 -0.086
C -0.451 -0.759 -0.599 -0.028
O -1.285 0.750 -0.771 -0.156
C 0.570 -0.356 0.405 -0.412
C 1.879 -1.077 0.298 -0.138
C 1.847 0.401 0.056 -0.136
H -2.988 1.490 0.158 0.091
H -2.180 0.100 0.991 0.085
H -3.049 -0.185 -0.521 0.092
H 0.030 -0.740 -1.593 0.046
H -0.720 1.442 -0.379 0.134
H 0.217 -0.209 1.430 0.120
H 2.325 -1.450 1.215 0.099
H 1.997 -1.736 -0.559 0.102
H 1.964 0.744 -0.970 0.097
H 2.302 1.043 0.807 0.090

Entry 7:
16
Properties=species:S:1:pos:R:3:lowdin_charge:R:1 method="wB97M-V/def2-TZVPD" homo_energy_ev=-9.48 gap_ev=10.5 lumo_energy_ev=0.967 de_lowest_kcal_mol=38.6 total_charge=0
C -0.164 1.609 0.431 -0.061
C -0.476 0.229 -0.128 -0.291
C -0.187 -0.063 -1.628 -0.134
C 0.628 -1.327 -1.252 -0.079
C 0.522 -0.884 0.205 -0.384
O 1.092 -1.208 1.214 0.069
H -0.318 1.633 1.514 0.067
H 0.879 1.881 0.235 0.086
H -0.806 2.369 -0.028 0.079
H -1.491 -0.083 0.153 0.149
H -1.066 -0.233 -2.254 0.104
H 0.429 0.716 -2.088 0.110
H 0.105 -2.272 -1.436 0.119
H 1.649 -1.411 -1.637 0.115
H -0.655 -0.398 3.609 0.038
H -0.141 -0.556 3.092 0.013

Entry 8:
16
Properties=species:S:1:pos:R:3:lowdin_charge:R:1 method="wB97M-V/def2-TZVPD" homo_energy_ev=-9.30 gap_ev=10.1 lumo_energy_ev=0.829 de_lowest_kcal_mol=47.6 total_charge=0
C -0.392 2.306 -0.985 -0.009
C -0.969 1.107 -0.894 -0.204
C -1.935 0.767 0.229 -0.223
C -1.559 -0.473 0.958 -0.194
C -0.336 -0.955 1.092 0.001
H 0.536 2.534 -1.487 0.047
H -0.892 3.156 -0.512 0.059
H -0.711 0.347 -1.626 0.105
H -1.941 1.676 0.825 0.108
H -2.928 0.677 -0.222 0.110
H -2.315 -0.913 1.605 0.095
H -0.088 -1.840 1.655 0.052
H 0.461 -0.409 0.592 0.055
O 3.888 -2.191 -0.430 -0.065
H 4.123 -1.260 -0.352 0.032
H 3.777 -2.548 0.459 0.032

Entry 9:
16
Properties=species:S:1:pos:R:3:lowdin_charge:R:1 method="wB97M-V/def2-TZVPD" homo_energy_ev=-8.83 gap_ev=9.9 lumo_energy_ev=1.093 de_lowest_kcal_mol=75.0 total_charge=0
C 1.009 -1.197 0.658 -0.080
C -0.331 -0.512 0.767 -0.286
C -0.277 0.952 1.193 -0.195
O -1.318 1.308 0.318 -0.073
C -1.056 0.103 -0.467 -0.313
C -0.207 0.431 -1.681 -0.048
H 0.925 -2.192 0.216 0.078
H 1.438 -1.305 1.661 0.084
H 1.706 -0.596 0.065 0.070
H -1.044 -1.161 1.298 0.141
H 0.916 1.393 0.821 0.155
H 0.217 1.600 1.885 0.082
H -1.996 -0.379 -0.766 0.143
H -0.776 1.047 -2.384 0.083
H 0.106 -0.481 -2.199 0.086
H 0.688 0.988 -1.386 0.074

Entry 10:
16
Properties=species:S:1:pos:R:3:lowdin_charge:R:1 method="wB97M-V/def2-TZVPD" homo_energy_ev="-8.85 / -7.93" gap_ev="8.5 / 6.5" lumo_energy_ev="-0.377 / -1.419" de_lowest_kcal_mol=93.1 total_charge=0
C -0.305 0.985 -1.638 -0.114
C -0.688 -0.368 -1.039 -0.166
C -0.793 -0.527 0.560 -0.584
O -0.668 -1.767 0.972 -0.072
C 0.285 0.318 1.048 -0.014
C 1.625 -0.243 1.214 -0.072
H -0.948 1.800 -1.286 0.076
H -0.379 0.956 -2.731 0.072
H 0.733 1.247 -1.395 0.070
H -1.656 -0.718 -1.413 0.109
H 0.050 -1.132 -1.300 0.110
H -1.759 -0.026 0.824 0.174
H 0.112 1.358 1.342 0.124
H 1.689 -1.171 0.632 0.096
H 1.796 -0.537 2.259 0.103
H 2.389 0.501 0.960 0.089

What largest force on an atom values result from the calculations? In sequence: 0.0072 0.0456 0.0665 0.0624 0.0130 0.0079 0.0115 0.0404 0.0757 0.0220 hartree/bohr.